The following is a quantum chemistry calculation of a structure of composition C11H16Cl2IInNO2P, from the Open Molecules 2025 dataset.

Last column: Mulliken charge in e.
Cartesian coordinates (Å):
C -3.81 1.35 -3.87  -1.1041
C -2.86 1.04 -2.77  0.7471
H -4.51 0.51 -4.04  0.3209
H -3.25 1.53 -4.80  0.3931
H -4.38 2.25 -3.63  0.4153
O -2.69 -0.02 -2.17  -0.4680
I -1.74 2.97 -2.30  0.2017
In -0.64 0.96 -0.78  0.9037
P 0.90 -0.96 -1.37  1.0509
C 0.72 -2.66 -0.73  -1.2087
C 1.01 -1.16 -3.17  -1.3182
H 2.56 0.51 -0.43  0.3558
H 3.26 -0.57 -1.68  0.4163
H 2.89 -1.21 -0.04  0.3728
C 2.58 -0.51 -0.83  -1.2387
H 0.75 -0.22 -3.67  0.3808
H 2.04 -1.45 -3.43  0.4543
H 1.37 -3.35 -1.29  0.4209
H -0.32 -3.00 -0.81  0.3951
H 0.31 -1.95 -3.49  0.3696
H 1.01 -2.69 0.34  0.3522
C -1.62 -0.57 0.90  0.2368
O -2.09 -1.51 1.37  -0.1448
Cl 0.77 2.53 0.34  -0.4158
Cl -0.14 3.21 5.20  -0.1620
C 0.27 1.78 4.37  0.1543
C 1.37 1.01 4.77  -0.2624
C 1.69 -0.13 4.04  -0.7632
C 0.90 -0.47 2.93  0.0172
N -0.11 0.29 2.56  -0.0799
C -0.49 1.36 3.25  -0.3606
H 1.97 1.33 5.63  0.4472
H 2.53 -0.77 4.28  0.4103
H 1.10 -1.37 2.34  0.2888
H -1.35 1.94 2.93  0.4214

Summary:
LUMO in eV: -8.68
Energy in hartree: -2382.98062
Net charge: +2
HOMO-LUMO gap in hartree: 0.21356

=====

The following is a quantum chemistry calculation of a structure of composition C11H16ClMoO5P, from the Open Molecules 2025 dataset.

Last column: Mulliken charge in e.
Cartesian coordinates (Å):
Cl -3.97 -0.80 -0.92  -0.0233
C 1.65 -2.01 -2.39  -0.5226
C 2.54 -0.89 -2.54  -0.0664
C 1.74 0.27 -2.83  -0.9924
H 3.63 -0.93 -2.50  0.4799
C 0.34 -0.14 -2.91  1.2329
C 0.31 -1.56 -2.61  -0.8967
H -0.60 -2.16 -2.62  0.4608
H 1.97 -3.04 -2.23  0.5841
H 2.09 1.26 -3.07  0.6499
C -0.80 0.68 -3.41  -1.3349
Mo 1.02 -0.49 -0.86  0.0474
C 1.94 1.11 -0.02  0.4676
C 0.94 -2.14 0.36  0.4639
O 2.48 2.03 0.44  -0.1626
O 0.89 -3.13 0.99  -0.1863
H -0.74 1.70 -3.04  0.3452
H -1.74 0.25 -3.06  0.3058
H -0.80 0.73 -4.50  0.3355
C -0.72 2.69 1.17  -0.6422
O -1.18 1.34 1.35  -0.3651
P -0.27 0.03 1.33  0.9196
O 0.90 0.26 2.42  -0.1628
C 0.77 0.03 3.84  -0.6569
O -1.27 -1.03 1.98  -0.2686
C -2.64 -0.80 2.33  -0.3254
H -1.55 3.31 1.52  0.2711
H -0.51 2.89 0.11  0.2388
H 0.18 2.89 1.78  0.3492
H 1.70 0.41 4.29  0.2807
H -0.08 0.58 4.26  0.3058
H 0.69 -1.04 4.07  0.2873
H -2.96 -1.74 2.79  0.2453
H -2.72 0.02 3.07  0.2886
H -3.24 -0.60 1.43  0.0464

Summary:
Energy relative to the best compared isomer or geometry (same formula, charge and spin) in kJ/mol: 0.0
LUMO (alpha / beta) in eV: -10.23 / -10.13
2S+1: 3
<S²>: 2.295
Energy in hartree: -1674.01821
Net charge: +2
HOMO-LUMO gap (alpha / beta) in hartree: 0.24541 / 0.23964

=====

The following is a quantum chemistry calculation of a structure of composition C11H16ClO2PRu, from the Open Molecules 2025 dataset.

Last column: Mulliken charge in e.
Cartesian coordinates (Å):
Cl -0.19 4.01 -1.14  0.0032
C -1.91 -0.78 -1.22  -0.4492
C -1.03 -1.96 -1.00  -1.0562
C 0.23 -1.65 -1.70  -0.5107
H -1.27 -2.83 -0.39  0.7898
C 0.07 -0.39 -2.42  0.6454
C -1.24 0.09 -2.15  -0.2368
H -1.62 1.03 -2.55  0.5208
H -2.94 -0.69 -0.84  0.5643
H 1.12 -2.29 -1.73  0.5208
C 1.16 0.33 -3.09  -1.1182
Ru -0.10 -0.74 0.40  0.6873
C 1.43 0.41 0.29  0.0805
O 2.39 1.07 0.35  -0.2255
C -1.06 0.56 1.36  0.1436
O -1.59 1.34 2.07  -0.2218
H 2.10 0.01 -2.63  0.3396
H 1.06 1.41 -2.93  0.3117
H 1.22 0.13 -4.17  0.3806
C -0.79 -2.98 2.30  -1.0909
P 0.71 -2.06 1.95  0.5620
C 1.15 -0.97 3.34  -1.1336
C 2.09 -2.93 1.18  -1.0533
H -1.59 -2.27 2.56  0.3664
H -0.58 -3.66 3.14  0.4437
H -1.12 -3.54 1.42  0.3946
H 1.58 -1.55 4.16  0.4565
H 1.84 -0.21 2.98  0.3821
H 0.24 -0.44 3.67  0.3710
H 2.61 -3.57 1.89  0.4589
H 1.74 -3.52 0.32  0.3107
H 2.77 -2.17 0.76  0.3628

Summary:
LUMO (alpha / beta) in eV: -8.81 / -10.91
2S+1: 5
<S²>: 6.016
Energy in hartree: -1474.87125
Net charge: +2
HOMO-LUMO gap (alpha / beta) in hartree: 0.21571 / 0.22686

=====

The following is a quantum chemistry calculation of a cluster of 2 separate species, C11H16ClOP in total, from the Open Molecules 2025 dataset.

Last column: Mulliken charge in e.
Cartesian coordinates (Å):
C 3.93 -0.73 -0.43  -0.7343
C 2.04 -0.61 1.13  -0.7591
C 3.09 -1.03 -1.50  -0.6713
C 1.21 -0.69 0.01  0.6860
C 3.41 -0.60 0.91  0.9139
C 1.72 -0.95 -1.27  0.6125
C -4.33 -0.45 0.63  0.7433
C 4.37 -0.36 2.01  -1.3880
C -5.16 0.73 1.07  -1.3162
C -4.71 -1.68 0.81  -0.8907
C -1.84 0.67 1.07  -0.9939
O 0.83 -1.18 -2.34  -0.5450
P -2.96 0.08 -0.35  0.1564
Cl -2.10 -1.65 -0.84  -0.3307
H 4.96 -0.86 -0.72  0.2706
H 1.73 -0.40 2.16  0.3628
H 3.40 -1.18 -2.48  0.4900
H 0.22 -0.50 0.12  -0.4251
H 4.25 0.63 2.41  0.3109
H 4.20 -1.13 2.74  0.3500
H 5.38 -0.36 1.62  0.3702
H -6.15 0.32 1.48  0.3397
H -4.63 1.36 1.88  0.3101
H -5.40 1.28 0.18  0.3615
H -4.10 -2.47 0.60  0.4314
H -0.13 -1.22 -1.98  0.1711
H -5.57 -1.78 1.43  0.2571
H -1.47 -0.09 1.75  0.3089
H -1.08 1.36 0.76  0.3564
H -2.62 1.38 1.52  0.2512

Summary:
Energy relative to the best compared isomer or geometry (same formula, charge and spin) in kJ/mol: 63.0
LUMO in eV: 0.77
Energy in hartree: -1305.48509
Net charge: 0
HOMO-LUMO gap in hartree: 0.32646

=====

The following is a quantum chemistry calculation of a structure of composition C11H16CoF2, from the Open Molecules 2025 dataset.

Last column: Mulliken charge in e.
Cartesian coordinates (Å):
Co 0.18 1.35 -0.04  -0.1120
C 0.08 -0.75 -0.88  0.4981
C 1.18 -0.61 0.02  0.6798
C 0.66 -0.17 1.27  0.5855
C -0.77 -0.20 1.18  0.9977
C -1.13 -0.49 -0.18  0.6774
C -2.51 -0.78 -0.71  -1.7412
C -1.70 0.08 2.31  -1.6802
C 1.45 0.00 2.51  -1.6889
C 2.60 -0.93 -0.24  -1.7145
C 0.13 -0.98 -2.39  -1.8913
H -2.43 -1.53 -1.48  0.4153
H -3.00 0.08 -1.15  0.3017
H -3.17 -1.17 0.11  0.4200
H -1.73 -0.81 2.96  0.3142
H -2.67 0.57 1.97  0.3930
H -1.31 0.91 2.96  0.3721
H 1.58 -0.91 3.04  0.2919
H 0.81 0.68 3.14  0.3340
H 2.41 0.49 2.33  0.4477
H 2.63 -1.90 -0.76  0.3577
H 3.18 -0.91 0.70  0.3989
H 3.09 -0.19 -0.87  0.3243
H -0.20 -2.02 -2.58  0.3818
H 1.17 -0.86 -2.74  0.4013
H -0.54 -0.25 -2.82  0.3597
F -1.01 2.27 -2.39  -0.2953
C 0.04 2.66 -1.55  0.1789
F 1.18 2.64 -2.33  -0.2899
H -0.21 3.71 -1.39  0.2823

Summary:
LUMO (alpha / beta) in eV: 0.49 / -0.43
2S+1: 4
<S²>: 3.768
Energy in hartree: -2011.16372
Net charge: 0
HOMO-LUMO gap (alpha / beta) in hartree: 0.30842 / 0.29883

=====

The following is a quantum chemistry calculation of a structure of composition C11H16CrN13SSe, from the Open Molecules 2025 dataset.

Last column: Mulliken charge in e.
Cartesian coordinates (Å):
Cr -0.01 -0.76 -0.28  -0.6647
C -1.95 3.01 0.25  -1.6265
C -1.15 1.83 -0.22  0.5031
N -1.05 0.70 0.48  1.1984
N -1.75 0.61 1.66  -1.4536
C -1.48 -0.44 2.38  0.4909
N -2.14 -0.56 3.57  -0.4693
S -0.33 -1.68 1.97  -0.3623
C -0.50 1.80 -1.48  0.7916
C -0.31 2.92 -2.32  -0.9566
C 0.38 2.78 -3.49  -0.3736
C 0.88 1.52 -3.85  -0.8187
C 0.68 0.46 -3.00  -0.2320
N 0.01 0.57 -1.84  0.2944
H -2.17 2.89 1.31  0.3956
H -2.90 3.07 -0.29  0.2851
H -1.42 3.95 0.09  0.4289
H -2.93 0.04 3.72  0.2259
H -2.12 -1.46 4.02  0.2190
H -0.70 3.88 -2.01  0.3166
H 0.55 3.65 -4.12  0.4188
H 1.43 1.38 -4.77  0.3939
H 1.06 -0.53 -3.24  0.3590
N 6.10 -0.01 1.68  -0.4007
C 4.75 -0.05 1.73  0.6212
N 4.16 -0.36 2.89  -0.3658
N 4.10 0.29 0.65  -0.7099
C 2.82 0.19 0.49  0.5433
N 1.69 0.11 0.29  0.0399
H 6.65 -0.37 2.43  0.1916
H 6.51 0.10 0.77  0.2399
H 4.68 -0.76 3.65  0.2109
H 3.16 -0.45 2.92  0.1727
N -3.49 -4.54 -0.27  -0.6584
N -3.11 -3.24 -0.48  1.1436
N -3.95 -2.23 -0.37  -0.9570
C -3.14 -1.20 -0.53  -0.2566
N -1.87 -1.60 -0.71  0.8472
N -1.88 -2.91 -0.68  -0.5517
H -4.32 -4.76 -0.78  0.2591
H -2.70 -5.13 -0.49  0.3115
H -3.47 -0.18 -0.51  0.5293
Se 1.22 -2.53 -1.22  -0.5739

Summary:
Energy relative to the best compared isomer or geometry (same formula, charge and spin) in kJ/mol: 63.1
LUMO (alpha / beta) in eV: -0.03 / -0.08
2S+1: 2
<S²>: 0.847
Energy in hartree: -4984.64597
Net charge: 0
HOMO-LUMO gap (alpha / beta) in hartree: 0.20911 / 0.20163

=====

The following is a quantum chemistry calculation of a structure of composition C11H16F6N4O4S7V, from the Open Molecules 2025 dataset.

Last column: Mulliken charge in e.
Cartesian coordinates (Å):
V 1.46 0.22 -0.03  0.6182
F 1.88 -4.10 -1.58  -0.1905
C 0.68 -3.83 -2.07  0.5195
F 0.66 -4.33 -3.37  -0.2042
F -0.27 -4.51 -1.38  -0.1824
S 0.19 -1.97 -2.22  1.2299
O -0.02 -1.34 -0.88  -0.3514
O -1.01 -2.06 -3.02  -0.6327
N 1.42 -1.35 -3.06  -0.4674
S 2.48 -0.47 -2.30  1.1782
O 1.95 0.89 -1.96  -0.5582
O 3.02 -0.95 -1.00  -0.5657
C 3.99 -0.39 -3.52  0.5130
F 3.57 -0.03 -4.79  -0.1703
F 4.81 0.59 -3.05  -0.1538
F 4.58 -1.61 -3.59  -0.1511
C -2.00 -0.45 1.54  -0.8104
N -2.38 -0.07 0.19  0.4557
C -3.44 -0.85 -0.46  -1.2220
C -1.73 0.88 -0.46  0.1436
N -0.40 1.18 -0.16  -0.2184
N -2.30 1.51 -1.50  0.0701
C -3.62 2.13 -1.34  -1.3418
C -1.63 1.66 -2.80  -0.9401
H -2.52 -1.33 1.95  0.4777
H -2.17 0.40 2.22  0.3470
H -0.94 -0.76 1.60  -0.1474
H -3.19 -1.89 -0.28  0.4616
H -3.45 -0.70 -1.51  0.4553
H -4.46 -0.69 0.01  0.2871
H -0.26 2.19 -0.38  0.2802
H -3.85 2.04 -0.34  0.4367
H -4.34 1.64 -1.94  0.4345
H -3.59 3.20 -1.53  0.4136
H -0.71 2.15 -2.71  0.3173
H -2.30 2.22 -3.47  0.3703
H -1.37 0.66 -3.18  0.2509
C 2.45 2.13 6.36  -0.8981
S 1.82 2.65 4.71  0.0250
C 1.72 1.13 3.92  0.0403
C 2.24 0.80 2.61  0.4365
S 2.41 2.04 1.40  -0.3384
S 1.87 -0.89 2.02  -0.1703
C 0.60 -1.24 3.32  0.0945
S -0.20 -2.66 3.38  -0.0474
S 0.55 -0.05 4.57  -0.0744
H 3.50 1.75 6.33  0.3094
H 1.85 1.42 6.90  0.3164
H 2.47 3.04 6.87  0.3539

Summary:
Energy relative to the best compared isomer or geometry (same formula, charge and spin) in kJ/mol: 0.0
LUMO (alpha / beta) in eV: -5.25 / -3.99
2S+1: 3
<S²>: 2.098
Energy in hartree: -5278.94061
Net charge: +1
HOMO-LUMO gap (alpha / beta) in hartree: 0.19935 / 0.25164

=====

The following is a quantum chemistry calculation of a cluster of 2 separate species, C11H16N2O in total, from the Open Molecules 2025 dataset.

Last column: Mulliken charge in e.
Cartesian coordinates (Å):
C 3.50 0.20 -0.06  -0.6337
C 3.16 -1.07 -0.54  -0.3389
C 2.41 0.50 0.71  -0.3001
C -0.49 2.76 0.42  0.6827
C 0.20 -0.56 1.04  -0.5906
C -1.00 1.94 -0.38  0.6003
C -0.79 -1.38 0.75  1.0470
C 0.06 1.55 -1.44  -1.3070
C -2.46 1.61 -0.68  -1.5308
C -1.98 -1.56 1.57  -1.5725
C -0.58 -2.36 -0.37  -1.4680
N 1.99 -1.45 -0.23  -0.8825
N 1.49 -0.47 0.52  0.7076
O 0.27 3.28 1.18  -0.5284
H 4.26 0.88 -0.24  0.4487
H 3.77 -1.73 -1.09  0.4951
H 1.99 1.49 1.02  0.3480
H 0.13 0.11 1.85  0.4732
H 1.07 1.61 -1.13  0.3453
H 0.00 2.07 -2.36  0.4593
H 0.02 0.53 -1.70  0.2374
H -2.45 0.56 -1.02  0.2610
H -2.92 2.32 -1.32  0.3808
H -3.08 1.66 0.13  0.4256
H -1.59 -2.03 2.48  0.3098
H -2.80 -2.03 1.20  0.4479
H -2.46 -0.57 1.75  0.3100
H 0.05 -2.03 -1.20  0.3918
H -1.58 -2.58 -0.79  0.4145
H -0.19 -3.27 -0.05  0.3664

Summary:
Energy relative to the best compared isomer or geometry (same formula, charge and spin) in kJ/mol: 325.0
LUMO in eV: 0.63
Energy in hartree: -613.36680
Net charge: 0
HOMO-LUMO gap in hartree: 0.32644